(1)
{
  "formula": "C6H12N2O",
  "method": "ωB97M-V/def2-TZVPD",
  "homo_energy_ha": -0.29144,
  "relative_energy_kcal_mol": 98.8,
  "e_tot_ev": -11440.3845,
  "smiles": "CC1(O)[C@@]2(C)N(N)[C@]12C",
  "charge": 0,
  "gap_ev": 8.75,
  "symbols": ["O", "N", "N", "C", "C", "C", "C", "C", "C", "H", "H", "H", "H", "H", "H", "H", "H", "H", "H", "H", "H"],
  "coordinates": [[-2.1269, 0.3258, -0.1063], [1.4769, -0.1876, 0.0570], [2.1308, 1.0585, -0.1278], [0.2381, -0.3635, -0.6409], [-0.6012, 2.1046, 0.1201], [-0.3132, -1.4340, 1.8223], [0.0434, -0.3957, 0.8202], [0.0230, -1.2756, -1.8030], [-0.7580, 0.6053, 0.0656], [-0.9647, 2.5434, -0.8084], [2.8529, 1.1660, 0.5759], [2.3415, 1.2423, -1.1045], [-1.2148, 2.4833, 0.9368], [0.4260, 2.3915, 0.3130], [-0.2164, -2.4419, 1.4088], [-1.0432, -1.3724, -2.0086], [0.5152, -0.8767, -2.6908], [-2.2658, -0.6276, -0.0868], [0.4360, -2.2655, -1.6048], [0.3553, -1.3744, 2.6826], [-1.3348, -1.3059, 2.1796]]
}


(2)
{
  "formula": "C16H28InN2O7",
  "method": "ωB97M-V/def2-TZVPD",
  "homo_energy_ha": -0.42850,
  "relative_energy_kcal_mol": 0.0,
  "e_tot_ev": -39521.1718,
  "charge": 1,
  "gap_ev": 4.09,
  "symbols": ["In", "O", "O", "O", "O", "O", "O", "O", "N", "N", "C", "C", "C", "C", "C", "C", "C", "C", "C", "C", "C", "C", "C", "C", "C", "C", "H", "H", "H", "H", "H", "H", "H", "H", "H", "H", "H", "H", "H", "H", "H", "H", "H", "H", "H", "H", "H", "H", "H", "H", "H", "H", "H", "H"],
  "coordinates": [[1.5133, -1.1175, 1.3690], [-0.3851, 0.8585, 0.5308], [-0.9705, -2.6826, 1.2564], [-4.4824, 2.9820, 0.7002], [-4.7053, 2.3038, 3.3133], [2.1552, 1.5899, 2.2457], [-0.0860, -0.6885, -3.6567], [-0.8588, -0.2074, 2.9049], [2.5321, 0.8112, -0.4683], [0.1337, -2.1129, -1.3244], [-1.7862, -2.8293, 0.1036], [0.8210, -2.5285, -2.5654], [0.1133, -2.0544, -3.8054], [3.4844, 1.6718, 0.2879], [-0.7526, -0.1439, -4.7662], [-3.6452, 2.3214, 1.2369], [-1.6358, -3.0286, 2.4417], [-1.4248, 1.1169, 1.0943], [-2.4579, 1.9419, 0.5114], [-0.9320, -3.0868, -1.0964], [-1.6341, 0.6003, 2.5008], [1.3889, 2.2816, 3.1944], [-3.7824, 1.9305, 2.6726], [-2.7880, 1.0523, 3.2336], [2.7390, 2.4628, 1.3115], [4.2645, 2.5969, -0.6355], [0.8743, -3.6171, -2.6054], [-0.0948, -0.0940, -5.6408], [-2.3724, 2.1526, -0.5486], [-1.5915, -3.1519, -1.9770], [-0.4932, -4.0856, -1.0362], [4.9964, 3.2294, -0.1284], [4.7447, 2.0604, -1.4514], [0.9356, 1.5524, 3.8617], [0.7344, -2.2495, -4.6868], [3.4031, 3.2180, 1.7507], [-2.4423, -3.7013, 0.2197], [3.5763, 3.3240, -1.0978], [-2.5828, -2.4765, 2.5474], [3.0682, 0.3470, -1.2026], [-1.0635, 0.8666, -4.5092], [-0.8587, -2.5552, -3.9148], [-0.3430, -1.2479, -1.6016], [1.9946, 2.9541, 3.8134], [-2.4256, -1.9355, 0.0150], [1.9344, 3.0259, 0.8007], [1.8169, -2.1165, -2.5901], [-0.9983, -2.8248, 3.2937], [1.9389, 1.4146, -1.0522], [4.2351, 1.0305, 0.7626], [0.6196, 2.8951, 2.7001], [-1.9139, -4.0914, 2.4362], [-1.6473, -0.7222, -5.0239], [-2.8631, 0.7571, 4.2751]]
}


(3)
{
  "formula": "C6H9N5O3S",
  "method": "ωB97M-V/def2-TZVPD",
  "homo_energy_ha": -0.29958,
  "relative_energy_kcal_mol": 0.0,
  "e_tot_ev": -30797.0483,
  "charge": 0,
  "gap_ev": 8.69,
  "symbols": ["S", "O", "O", "O", "N", "N", "N", "N", "N", "C", "C", "C", "C", "C", "C", "H", "H", "H", "H", "H", "H", "H", "H", "H"],
  "coordinates": [[-1.3055, -0.0378, 1.6165], [2.2199, 1.2653, 0.6845], [-1.8197, 1.3246, 1.7811], [-2.3530, -0.9909, 2.4954], [0.1624, 1.3359, -0.2620], [2.7310, -1.0350, -1.3741], [1.0455, -1.6334, -2.6906], [-0.6638, -0.0962, -1.9309], [-2.0165, 1.5320, -1.0254], [2.3480, -1.8386, -2.3104], [0.1185, -0.1506, 2.7715], [0.5815, -0.6146, -1.9253], [1.4736, 0.8156, -0.1569], [1.6514, -0.2390, -1.1050], [-0.8352, 0.8766, -1.0786], [-2.7643, 1.0959, -1.5389], [2.9636, -2.5964, -2.7512], [0.5216, -2.1244, -3.3964], [-2.9264, -0.4240, 3.0222], [-0.0514, 2.1160, 0.3507], [-0.1648, 0.2535, 3.7375], [-2.2598, 1.9461, -0.1338], [0.9503, 0.4144, 2.3645], [0.3928, -1.1952, 2.8557]]
}


(4)
{
  "formula": "C20H37CaClO4S",
  "method": "ωB97M-V/def2-TZVPD",
  "homo_energy_ha": -0.48971,
  "e_tot_ev": -71303.6484,
  "charge": 2,
  "gap_ev": 4.04,
  "symbols": ["Ca", "Cl", "S", "O", "O", "O", "O", "C", "C", "C", "C", "C", "C", "C", "C", "C", "C", "C", "C", "C", "C", "C", "C", "C", "C", "C", "C", "H", "H", "H", "H", "H", "H", "H", "H", "H", "H", "H", "H", "H", "H", "H", "H", "H", "H", "H", "H", "H", "H", "H", "H", "H", "H", "H", "H", "H", "H", "H", "H", "H", "H", "H", "H", "H"],
  "coordinates": [[4.0290, 1.1557, -3.6279], [-4.2783, 0.8204, 1.9870], [-2.3177, -1.7615, -2.9356], [-0.9367, -0.2075, -1.2457], [0.5770, 0.6689, 0.6173], [-2.8114, -2.6093, 1.8438], [2.2493, 2.6228, -0.5516], [0.9336, -0.2622, -3.4469], [-2.6192, -2.1998, 3.1861], [-3.2250, 0.3383, -1.4322], [0.9546, -1.1804, -2.4453], [-0.0876, 1.1650, 4.0957], [3.7949, 0.9009, -1.2517], [2.5177, -0.7987, 0.0143], [3.5229, 2.4320, -1.0151], [1.3922, 3.5355, -1.2392], [1.0531, 0.6696, 1.9553], [-4.2303, 1.7471, 0.4673], [-1.7002, -3.2742, 1.2758], [0.0014, 1.3594, 2.7875], [0.2013, -1.0145, -1.1051], [-2.9729, 1.4012, -0.3435], [1.2332, -0.0762, -0.3643], [3.7810, 0.0854, 0.0464], [-0.5329, -2.2917, 1.0148], [-2.2089, -0.8046, -1.3766], [-0.0128, -2.3637, -0.4379], [2.7236, -1.5064, -0.7922], [-0.6894, -2.9897, -1.0175], [1.4802, 0.6177, -1.1641], [-2.0811, -3.6840, 0.3399], [1.8808, 0.2168, -3.8175], [-0.6662, 2.0322, 2.2616], [-2.5815, 2.3205, -0.7814], [-5.1414, 1.5394, -0.0883], [0.0205, 0.0415, -3.9472], [-1.7353, -2.6642, 3.6333], [-2.8224, -2.9126, -2.4811], [1.1857, -0.3334, 2.3619], [0.9345, -2.9104, -0.4447], [2.4378, -1.4223, 0.9031], [3.0142, 0.5025, -1.9398], [-3.5042, -2.4410, 3.7722], [-0.9367, -1.2976, 1.2103], [-2.4738, -1.1165, 3.2422], [4.8034, 0.8776, -1.7421], [1.9805, 1.2525, 2.0259], [-2.2389, 1.0430, 0.3776], [0.2616, -2.5298, 1.7234], [-2.4892, -1.4259, -0.5242], [0.6908, 0.6244, 4.6235], [4.6394, -0.5901, 0.0438], [0.8200, 4.0728, -0.4866], [4.2331, 2.7104, -0.2293], [-4.2111, -0.0999, -1.2840], [0.6741, 2.9917, -1.8595], [3.7705, 3.0507, -1.9154], [-1.4040, -4.0709, 1.9638], [-3.1887, 0.7991, -2.4202], [1.9557, 4.2738, -1.8136], [-0.9184, 1.5358, 4.6792], [-4.2305, 2.8034, 0.7226], [1.5618, -2.0827, -2.5302], [3.9371, 0.7134, 0.9218]]
}